Record 1
The following is a quantum chemistry calculation of a structure of composition C38H35BrN2P2Pt at a distorted geometry, from the OMol25 dataset.

Results
- gap between HOMO and LUMO (alpha / beta) (eV) = 3.87 / 3.87
- highest occupied orbital energy (alpha / beta) (eV) = -19.24 / -19.24
- LUMO level (alpha / beta) (Eh) = -0.5648 / -0.5648
- net charge = +4

```
79
C38H35BrN2P2Pt, DFT ωB97M-V/def2-TZVPD
Pt 0.32 -0.04 -0.04
Br -2.61 -0.25 -0.38
P 0.03 2.24 0.15
P 2.55 -0.01 -0.34
N -0.60 -1.97 0.24
N 2.80 2.82 -0.29
C 3.34 3.51 -1.29
C 3.38 1.63 0.24
C 5.25 -2.55 1.26
C -1.57 4.74 -2.61
C -2.04 -4.30 0.30
C 4.46 5.02 -3.34
C 4.08 0.30 -2.68
C 4.58 -1.76 0.34
C -1.23 2.60 -3.69
C 0.01 -3.14 0.53
C -0.67 -4.34 0.57
C -3.03 3.67 2.33
C 3.58 -2.06 2.94
C -1.19 3.25 3.85
C 2.17 -1.20 -2.74
C 3.40 -1.12 0.73
C -2.28 3.18 1.28
C 4.77 3.47 -1.53
C 4.75 -2.71 2.55
C 2.50 4.36 -2.12
C 1.63 3.27 0.40
C -2.68 -3.10 0.01
C -1.67 3.92 -3.74
C 2.89 -1.28 2.04
C 4.37 -0.03 -4.00
C -0.60 2.91 -1.38
C -1.90 -1.97 0.00
C 5.30 4.22 -2.53
C -0.68 2.09 -2.53
C -1.04 4.24 -1.44
C 2.48 -1.53 -4.05
C -0.43 2.77 2.80
C 3.06 5.07 -3.13
C 2.98 -0.29 -2.05
C 0.05 -5.63 0.85
C 3.57 -0.95 -4.67
C -0.96 2.79 1.50
C -2.49 3.71 3.62
H -2.09 4.31 -4.66
H -2.74 3.09 0.30
H -3.08 4.09 4.44
H 5.22 0.42 -4.49
H -0.97 4.89 -0.57
H -0.33 1.07 -2.49
H 3.21 -2.17 3.96
H 5.27 -3.36 3.24
H 2.44 5.68 -3.77
H 0.56 -5.98 -0.05
H 6.17 -3.05 0.96
H 1.96 -0.81 2.32
H -1.33 1.96 -4.56
H 0.81 -5.51 1.62
H -1.93 5.76 -2.65
H 4.73 0.98 -2.15
H 5.45 2.96 -0.85
H 3.82 -1.22 -5.69
H 6.38 4.24 -2.68
H 1.42 4.36 -1.99
H 3.29 1.59 1.32
H 1.32 -1.66 -2.25
H 1.07 -3.09 0.74
H -3.74 -3.05 -0.18
H 4.90 5.62 -4.13
H -0.77 3.29 4.85
H 0.55 2.37 3.01
H 4.42 1.52 -0.05
H 1.83 3.22 1.47
H -4.03 4.04 2.16
H -2.61 -5.22 0.30
H -0.64 -6.41 1.16
H 1.88 -2.26 -4.58
H 4.97 -1.65 -0.66
H 1.38 4.29 0.14
```

Mulliken population analysis, charges in e, atoms 1 to 5: number 1, Pt, carries 1.98; number 2, Br, carries 0.00; number 3, P, carries 0.56; number 4, P, carries 0.41; number 5, N, carries -0.37

***

Record 2
The following is a quantum chemistry calculation of a structure of composition C38H35ClN2Si2Tl at a distorted geometry, from the OMol25 dataset.

Results
- gap between HOMO and LUMO (alpha / beta) (eV) = 6.23 / 5.17
- highest occupied orbital energy (alpha / beta) (eV) = -10.15 / -10.25
- LUMO level (alpha / beta) (Eh) = -0.1442 / -0.1867
- net charge = +1

```
79
C38H35ClN2Si2Tl, DFT ωB97M-V/def2-TZVPD
Tl -1.89 -4.24 -0.08
Cl -1.58 -6.37 -1.86
Si 2.71 -2.85 -1.28
Si 0.36 -5.74 -1.49
N -2.82 -1.54 1.34
N -2.98 -1.45 -1.37
C 2.71 -6.75 -0.18
C -5.06 1.48 -0.44
C 1.28 -6.18 -3.11
C 0.27 0.92 0.77
C 2.10 -5.32 -5.25
C 3.30 -7.11 -4.17
C 4.74 -3.65 2.39
C 1.51 -9.00 0.91
C -3.24 0.83 2.80
C 1.65 0.62 1.01
C 4.15 -2.16 -5.11
C 1.11 -5.40 -4.27
C -3.71 -0.53 -0.64
C 0.75 -8.08 0.18
C 3.70 -4.24 3.10
C -4.57 0.41 -1.22
C -2.38 -1.42 2.60
C 0.13 1.33 -0.59
C -3.83 0.67 1.52
C 3.28 -3.35 0.45
C 6.00 -3.22 -4.00
C 1.42 1.30 -1.18
C 5.22 -3.35 -2.83
C 3.40 -2.27 -3.93
C 3.46 -7.62 0.63
C 3.25 -6.11 -5.15
C 2.43 -4.35 2.52
C 2.36 0.86 -0.20
C 3.89 -2.91 -2.78
C -3.49 -0.50 0.78
C 2.26 -7.21 -3.23
C -4.66 1.64 0.89
C 2.86 -8.77 1.15
C 4.54 -3.20 1.07
C 1.33 -6.93 -0.37
C 5.46 -2.65 -5.16
C 2.22 -3.85 1.24
C -2.50 -0.22 3.33
H -0.30 -8.29 0.00
H -1.90 -2.32 3.03
H -0.81 1.61 -1.07
H 2.25 -8.06 -2.54
H -5.75 2.21 -0.90
H 3.43 0.76 -0.34
H -2.01 -0.15 4.29
H 2.98 -1.44 -1.12
H 5.35 -2.71 0.54
H 1.04 -9.91 1.29
H 3.71 -1.69 -6.01
H 2.00 -4.63 -6.08
H 1.49 -4.03 -1.47
H 4.08 -5.97 -5.83
H 3.46 -9.47 1.74
H 1.20 -3.85 0.83
H -3.07 -1.38 -2.38
H 2.06 0.25 1.95
H -3.36 1.78 3.32
H -4.97 2.50 1.48
H -4.81 0.32 -2.29
H 2.39 -1.86 -3.92
H 6.05 -2.54 -6.08
H 3.85 -4.62 4.12
H 1.61 -4.85 3.05
H 1.65 1.58 -2.20
H 7.05 -3.56 -4.02
H 3.22 -5.90 -0.64
H 4.15 -7.80 -4.12
H -2.02 -1.54 -1.06
H 5.71 -3.52 2.88
H 0.21 -4.79 -4.37
H 5.68 -3.80 -1.94
H -0.54 0.83 1.51
H 4.51 -7.41 0.81
```

Mulliken population analysis, charges in e, atoms 1 to 5: number 1, Tl, carries 0.60; number 2, Cl, carries -0.35; number 3, Si, carries 0.38; number 4, Si, carries -0.09; number 5, N, carries -0.17

***

Record 3
The following is a quantum chemistry calculation of a structure of composition C38H35CrO8P4 at a distorted geometry, from the OMol25 dataset.

Results
- gap between HOMO and LUMO (alpha / beta) (eV) = 9.14 / 8.81
- highest occupied orbital energy (alpha / beta) (eV) = -11.28 / -11.28
- LUMO level (alpha / beta) (Eh) = -0.0787 / -0.0908
- net charge = +1
- multiplicity = 5

```
86
C38H35CrO8P4, DFT ωB97M-V/def2-TZVPD
Cr -0.45 -1.03 -0.02
P 0.08 -4.01 1.51
P -2.22 -2.27 1.85
P -1.53 0.94 -0.80
P 1.85 -0.46 -0.16
O -1.20 -1.35 2.67
O -2.37 -1.68 0.48
O 0.17 -2.84 0.53
O 0.67 0.71 -2.52
O 0.70 -3.41 2.90
O -1.83 -4.42 3.33
O -3.59 -2.25 2.64
O 0.65 -5.31 1.17
C -2.60 2.10 -3.18
C 2.29 -0.67 2.58
C 4.81 -3.82 -1.11
C 3.61 -3.71 -1.79
C -1.07 2.27 1.56
C -1.72 -4.03 1.97
C 2.70 -2.73 -1.44
C 4.45 2.25 -1.80
C 2.60 2.06 3.00
C -0.84 3.37 2.37
C -6.09 0.49 -0.27
C -5.43 1.43 0.51
C 3.91 1.25 -1.02
C 2.42 2.33 -3.10
C 1.89 1.31 -2.33
C -0.24 1.61 -4.59
C -0.55 4.60 1.79
C -4.05 1.60 0.38
C 2.62 0.78 -1.26
C -1.51 1.51 -2.53
C 2.65 1.18 4.07
C -2.54 -4.87 1.01
C 2.50 -0.18 3.86
C -0.33 1.31 -3.25
C -5.38 -0.29 -1.17
C 5.10 -2.96 -0.06
C 2.23 0.21 1.49
C -0.76 3.64 -0.40
C -1.06 2.40 0.17
C 2.37 1.58 1.72
C 3.00 -1.84 -0.40
C 3.69 2.80 -2.82
C -3.34 0.83 -0.53
C -1.33 2.19 -5.22
C -0.50 4.73 0.41
C -2.50 2.45 -4.52
C -4.02 -0.12 -1.30
C 4.20 -1.97 0.29
H -0.26 5.68 -0.03
H 1.85 2.78 -3.90
H 5.52 -4.58 -1.40
H 0.94 -4.15 3.47
H -3.60 -4.85 1.29
H -2.17 -5.89 1.03
H -2.73 -4.69 3.51
H 4.42 -1.31 1.12
H 2.82 1.56 5.07
H -0.87 3.26 3.44
H 4.10 3.60 -3.43
H -5.98 2.04 1.21
H 2.56 -0.87 4.69
H 6.03 -3.06 0.48
H 1.75 -2.64 -1.95
H -1.28 1.30 2.00
H 2.33 2.28 0.89
H -3.52 2.28 -2.64
H -4.11 -1.44 2.56
H 5.45 2.61 -1.60
H -2.44 -4.48 0.00
H -3.54 2.35 0.98
H -1.27 2.44 -6.27
H -5.90 -1.02 -1.78
H -0.75 3.75 -1.48
H 0.66 1.38 -5.15
H 2.20 -1.73 2.40
H -3.45 -0.74 -2.00
H -3.34 2.91 -5.01
H -0.36 5.46 2.42
H 3.38 -4.40 -2.60
H 2.73 3.12 3.16
H -0.54 -1.86 3.18
H -7.16 0.37 -0.17
H 4.47 0.83 -0.19
```

Mulliken population analysis, charges in e, atoms 1 to 5: number 1, Cr, carries 0.20; number 2, P, carries 0.57; number 3, P, carries 0.51; number 4, P, carries 2.28; number 5, P, carries 0.75

***

Record 4
The following is a quantum chemistry calculation of a structure of composition C38H35F9N2O2PPdSi, from the OMol25 dataset.

Results
- gap between HOMO and LUMO (eV) = 5.74
- highest occupied orbital energy (eV) = -3.59
- LUMO level (Eh) = 0.0788
- net charge = -1

```
89
C38H35F9N2O2PPdSi, DFT ωB97M-V/def2-TZVPD
Pd -1.12 -0.06 -0.37
P 0.35 0.13 1.13
Si -2.07 -3.89 -0.70
F 1.66 -1.80 7.47
F 5.65 -1.24 -2.82
F 5.01 -3.27 -2.39
F 6.34 -2.23 -1.03
F 2.86 -3.24 6.40
F 0.08 6.59 3.11
F 1.97 6.65 2.05
F 0.76 -3.63 6.73
F 0.12 6.80 0.95
O -3.88 -0.82 -0.31
O -1.43 -2.44 -0.78
N -0.14 0.38 -2.58
N -1.75 2.08 -1.19
C 1.84 1.31 -4.29
C -5.73 -1.34 -1.75
C -0.73 -5.24 -0.62
C 0.09 2.49 2.62
C -4.30 -0.85 -1.66
C -1.49 4.85 -1.44
C 1.21 2.75 0.52
C 0.27 -2.39 4.34
C -0.69 3.99 -2.22
C 0.00 -1.71 3.15
C 1.64 -2.66 6.43
C 2.12 -0.89 4.75
C 0.99 2.22 -3.64
C 0.71 6.16 2.00
C 1.78 -1.64 -0.39
C 1.67 -0.04 -4.08
C 0.64 -0.46 -3.22
C 2.87 -2.19 -1.06
C 0.31 4.49 -3.12
C 4.08 -1.53 -1.07
C 0.68 4.68 1.84
C -0.85 2.61 -2.04
C 0.01 1.70 -2.78
C 5.26 -2.07 -1.82
C 0.79 -0.64 2.76
C -3.16 -4.15 0.83
C 1.85 -0.23 3.57
C -2.39 4.30 -0.57
C 0.11 3.86 2.80
C 1.23 4.12 0.69
C 4.23 -0.32 -0.40
C 1.32 -1.97 5.14
C 1.12 3.65 -3.80
C -3.15 -4.36 -2.19
C -2.50 2.91 -0.49
C 3.15 0.22 0.29
C 1.91 -0.42 0.29
C 0.65 1.90 1.48
H 1.59 2.34 -0.41
H 0.45 -1.51 -3.03
H -3.21 2.44 0.18
H -4.04 -3.72 -2.25
H -0.38 1.86 3.36
H -0.04 -5.14 -1.46
H -1.37 5.92 -1.53
H -3.50 -5.19 0.92
H -2.60 -4.23 -3.12
H -4.23 0.16 -2.09
H -0.14 -5.14 0.30
H -5.80 -2.37 -1.38
H -6.39 -0.72 -1.14
H -2.62 -3.89 1.74
H 2.94 -0.58 5.38
H 0.80 -2.11 -0.45
H -0.34 4.29 3.69
H -0.82 -2.03 2.52
H 2.47 0.60 3.27
H 2.75 -3.13 -1.58
H -6.09 -1.32 -2.78
H -3.49 -5.39 -2.13
H -3.63 -1.49 -2.24
H -1.16 -6.24 -0.64
H -4.05 -3.51 0.78
H 0.41 5.56 -3.23
H -3.03 -1.30 -0.25
H 1.65 4.75 -0.07
H 5.18 0.20 -0.41
H 2.31 -0.77 -4.55
H -3.01 4.92 0.06
H 2.62 1.68 -4.94
H 1.89 4.02 -4.47
H -0.34 -3.23 4.64
H 3.29 1.14 0.83
```

Mulliken population analysis, charges in e, atoms 1 to 5: number 1, Pd, carries -0.87; number 2, P, carries 2.48; number 3, Si, carries 0.46; number 4, F, carries -0.27; number 5, F, carries -0.27

***

Record 5
The following is a quantum chemistry calculation of a structure of composition C38H36As3NO6SY at a distorted geometry, from the OMol25 dataset.

Results
- gap between HOMO and LUMO (eV) = 8.64
- highest occupied orbital energy (eV) = -11.14
- LUMO level (Eh) = -0.0919
- net charge = +1

```
86
C38H36As3NO6SY, DFT ωB97M-V/def2-TZVPD
Y -0.98 -1.06 0.50
As 1.11 1.73 0.01
As -3.22 -3.12 0.60
As -0.26 -0.57 -2.07
S 0.43 -3.43 1.05
O -2.63 -2.59 -0.99
O 1.75 -3.95 1.08
O 0.17 -2.25 1.94
O -2.75 -1.65 1.37
O -0.07 -2.94 -0.27
O -4.78 -3.57 0.53
N -1.19 0.67 2.13
C 2.15 2.78 4.49
C 4.60 3.10 -1.96
C -2.21 2.03 4.34
C -1.20 1.09 4.48
C -0.02 -3.99 -4.47
C 4.41 4.48 -1.91
C 0.93 3.22 2.46
C 1.55 2.13 1.85
C 1.93 -0.08 -0.19
C -1.22 -2.33 -5.74
C -1.07 -1.43 -4.69
C -2.12 -4.56 1.25
C 1.24 3.55 3.77
C -1.80 3.11 -3.31
C -0.49 1.12 -2.95
C 3.64 2.25 -1.42
C -2.17 1.56 1.99
C 1.66 -0.59 -1.62
C 2.32 4.15 -0.78
C -0.69 -3.61 -5.63
C -2.70 2.26 3.05
C -0.84 3.59 -4.19
C 3.27 5.00 -1.32
C 0.29 2.82 -4.46
C 0.46 1.59 -3.85
C -2.76 2.76 5.53
C 2.46 1.37 2.57
C -0.72 -4.68 1.48
C -0.18 -5.83 2.03
C -2.37 -6.80 2.12
C 2.51 2.77 -0.82
C -2.93 -5.64 1.57
C 0.12 -3.09 -3.42
C 2.76 1.69 3.89
C -1.62 1.89 -2.68
C -0.40 -1.80 -3.54
C -1.02 -6.90 2.35
C -0.72 0.44 3.36
H -2.38 1.54 -1.99
H 1.04 3.18 -5.16
H -3.99 -5.57 1.40
H -3.02 -7.63 2.37
H -2.68 3.70 -3.10
H -3.49 2.98 2.88
H 0.76 4.40 4.24
H -3.27 2.06 6.20
H -0.80 -4.31 -6.44
H 1.43 4.58 -0.34
H 0.39 -4.98 -4.38
H 1.99 -1.63 -1.73
H -0.77 0.87 5.45
H -0.60 -7.80 2.77
H 2.18 0.00 -2.37
H 3.11 6.07 -1.28
H 2.38 3.04 5.52
H 5.48 2.69 -2.42
H 0.07 -0.30 3.45
H -2.54 1.74 0.98
H 0.20 3.82 1.93
H 5.16 5.14 -2.33
H -3.30 -2.80 -1.66
H -1.74 -2.03 -6.63
H -1.48 -0.43 -4.80
H 2.99 -0.01 0.04
H 1.34 1.00 -4.09
H 1.55 -0.79 0.54
H 3.82 1.18 -1.46
H 3.48 1.09 4.44
H 0.88 -5.90 2.18
H 0.63 -3.41 -2.52
H -1.95 3.23 6.09
H 2.96 0.52 2.12
H -0.97 4.55 -4.67
H -3.47 3.53 5.24
```

Mulliken population analysis, charges in e, atoms 1 to 5: number 1, Y, carries 0.81; number 2, As, carries 0.92; number 3, As, carries 0.75; number 4, As, carries 1.30; number 5, S, carries 1.72